Record 1
Computed, not measured: a single C4H8O2 molecule, with wB97M-V/def2-TZVPD.

The geometry in ORCA input format:
```
! RIJCOSX wB97M-V def2-TZVPD def2/J DEFGRID3
* xyz 0 1
H -2.246 -0.587 0.068
C -1.240 -1.002 -0.058
H -1.073 -1.146 -1.131
H -0.009 0.823 -2.045
H -1.218 -1.988 0.419
C 1.285 -0.410 0.313
H -0.026 2.156 0.374
H 1.906 -0.558 1.203
H 1.476 -1.225 -0.399
O -0.438 1.443 -1.438
C -0.195 -0.088 0.553
O 1.513 0.880 -0.284
H -0.413 0.093 1.611
C 0.134 1.231 -0.190
*
```

Results
Structure (SMILES) = C[C@H]1CO[C@H]1O
E_tot = -8371.7102 eV
Energy relative to the best compared isomer or geometry (same formula, charge and spin) = 151.6 kJ/mol
Highest occupied orbital energy = -10.08 eV



Record 2
Computed, not measured: 2 unconnected molecules or ions with the total composition C4H8O2, with wB97M-V/def2-TZVPD.

The geometry in ORCA input format:
```
! RIJCOSX wB97M-V def2-TZVPD def2/J DEFGRID3
* xyz 0 1
C 1.500 0.712 1.423
H 0.382 -1.209 -0.231
C -0.232 -0.295 -0.137
H 2.131 -0.184 1.382
H -0.319 -0.319 1.987
C 0.032 0.364 1.205
H -0.591 1.265 1.269
C -1.632 -0.992 -3.326
H 1.653 1.182 2.400
H -1.782 -1.009 -1.060
O -1.467 -0.716 -4.413
O -1.610 -0.594 -0.204
H 0.073 0.384 -0.954
H 1.861 1.411 0.658
*
```

Results
E_tot = -8372.1616 eV
Energy relative to the best compared isomer or geometry (same formula, charge and spin) = 108.1 kJ/mol
Highest occupied orbital energy = -10.15 eV



Record 3
Computed, not measured: 2 unconnected molecules or ions with the total composition C4H8O2, with wB97M-V/def2-TZVPD.

The geometry in ORCA input format:
```
! RIJCOSX wB97M-V def2-TZVPD def2/J DEFGRID3
* xyz 0 1
H 0.435 2.228 0.796
H -2.456 0.750 -0.365
H 1.243 -0.439 1.079
C -0.561 -0.181 0.060
O -0.420 -1.071 -0.830
H 1.429 -1.909 -1.513
H 1.385 -0.138 -1.946
H -1.892 0.940 1.321
C -1.937 0.259 0.466
O 0.641 1.489 1.380
C 0.617 0.327 0.625
H -2.521 -0.628 0.731
C 1.556 -0.885 -1.179
H 2.481 -0.741 -0.626
*
```

Results
E_tot = -8368.2088 eV
Energy relative to the best compared isomer or geometry (same formula, charge and spin) = 489.5 kJ/mol
Highest occupied orbital energy (spin up / spin down) = -7.57 / -7.57 eV



Record 4
Computed, not measured: a single C4H8O2 molecule, with wB97M-V/def2-TZVPD.

The geometry in ORCA input format:
```
! RIJCOSX wB97M-V def2-TZVPD def2/J DEFGRID3
* xyz 0 1
C -1.590 -0.106 0.560
H 2.528 -1.210 -0.091
O 0.657 1.339 -0.650
H -1.415 1.591 -0.331
C 2.073 -0.244 -0.001
H -0.191 -1.752 0.266
C -0.459 -0.810 -0.226
H -2.408 -0.819 0.720
H -0.836 -1.023 -1.230
O -2.141 0.980 -0.144
H 1.663 1.341 -0.785
H -1.223 0.197 1.555
H 2.566 0.483 0.649
C 0.777 0.034 -0.291
*
```

Results
Structure (SMILES) = C=C(O)CCO
E_tot = -8370.5928 eV
Energy relative to the best compared isomer or geometry (same formula, charge and spin) = 259.4 kJ/mol
Highest occupied orbital energy = -8.80 eV



Record 5
Computed, not measured: a molecular structure, C4H8O2, with wB97M-V/def2-TZVPD.

The geometry in ORCA input format:
```
! RIJCOSX wB97M-V def2-TZVPD def2/J DEFGRID3
* xyz 0 1
C -2.303 -0.966 0.405
H 0.807 0.440 -1.327
O -0.927 -1.126 -1.333
H -2.521 -2.030 0.518
C -0.995 -0.742 -0.100
O 0.002 -0.140 0.491
C 1.817 1.400 0.351
H -2.669 -0.358 1.229
H 2.712 1.684 -0.211
H 1.809 -0.655 -0.359
H 2.112 1.156 1.376
H 1.138 2.257 0.381
C 1.149 0.217 -0.313
H -2.129 -1.138 -1.107
*
```

Results
E_tot = -8369.9287 eV
Energy relative to the best compared isomer or geometry (same formula, charge and spin) = 323.5 kJ/mol
Highest occupied orbital energy = -8.47 eV



Record 6
Computed, not measured: a single C4H8O2 molecule, with wB97M-V/def2-TZVPD.

The geometry in ORCA input format:
```
! RIJCOSX wB97M-V def2-TZVPD def2/J DEFGRID3
* xyz 0 3
H 0.617 -0.065 1.369
C -1.532 -0.984 -0.617
C 2.184 0.819 -0.352
C 0.134 0.792 0.861
H 2.389 0.995 -1.407
H 2.236 -0.252 -0.133
H -1.208 -1.006 -1.647
O -1.581 -2.222 -0.076
O 0.896 1.341 -0.058
H -1.993 0.092 1.121
H -1.755 1.101 -0.340
C -1.465 0.198 0.179
H -1.852 -2.157 0.851
H 2.929 1.346 0.250
*
```

Results
E_tot = -8367.4098 eV
Energy relative to the best compared isomer or geometry (same formula, charge and spin) = 35.9 kJ/mol
Highest occupied orbital energy (spin up / spin down) = -6.24 / -9.98 eV



Record 7
Computed, not measured: 2 unconnected molecules or ions with the total composition C4H8O2, with wB97M-V/def2-TZVPD.

The geometry in ORCA input format:
```
! RIJCOSX wB97M-V def2-TZVPD def2/J DEFGRID3
* xyz 1 2
H -0.855 0.835 2.519
C -0.628 0.242 -0.692
H 1.893 -1.213 0.430
H -2.000 -0.298 -2.269
O 2.706 -1.767 0.260
H 0.257 -1.301 -1.531
H -0.850 2.165 0.198
H 0.670 0.095 1.779
C -0.181 0.756 1.660
H 3.076 -1.618 1.125
H -2.028 1.450 -1.628
C -1.625 0.454 -1.609
O 0.087 -0.949 -0.627
C -0.522 1.149 0.384
*
```

Results
E_tot = -8361.5639 eV
Energy relative to the best compared isomer or geometry (same formula, charge and spin) = 160.5 kJ/mol
Highest occupied orbital energy (spin up / spin down) = -14.60 / -14.60 eV



Record 8
Computed, not measured: a single C4H8O2S molecule, with wB97M-V/def2-TZVPD.

The geometry in ORCA input format:
```
! RIJCOSX wB97M-V def2-TZVPD def2/J DEFGRID3
* xyz 0 1
H 0.595 -1.523 -0.121
C -0.548 -1.160 1.676
O -0.062 -1.076 2.918
S -0.004 2.028 -2.574
H 1.432 0.109 -1.779
H 1.278 -0.643 1.264
H -0.338 -0.268 -1.999
C 0.410 0.486 -1.768
C 0.457 -0.697 0.552
H 1.037 1.148 0.119
H -0.689 -0.719 3.565
C 0.132 0.583 -0.202
H -0.760 1.268 0.008
H -1.230 1.784 -3.052
O -1.711 -1.319 1.396
*
```

Results
Structure (SMILES) = O=C(O)CCCS
E_tot = -19206.8734 eV
Energy relative to the best compared isomer or geometry (same formula, charge and spin) = 147.1 kJ/mol
Highest occupied orbital energy = -9.19 eV